1.
93
Properties=species:S:1:pos:R:3:mulliken_charge:R:1 method="wB97M-V/def2-TZVPD" total_charge=-2 fmax_ha_per_bohr=0.0064 homo_energy_ev=-2.812 de_lowest_ev=0.000
Rb -0.09816 -0.14127 0.70392 0.480
N -2.22823 1.11785 2.77326 -0.053
C -2.32676 2.56407 2.68703 0.013
C -0.98478 3.22321 2.98048 -0.833
N -0.03091 2.93807 1.92592 0.886
C 1.33564 3.35081 2.20845 -0.611
C 1.99808 2.50371 3.29685 -0.979
N 1.97361 1.10970 2.90716 -0.094
H -2.75300 0.63419 2.05446 -0.158
H -2.49833 0.75232 3.67489 0.218
H -3.08194 2.98989 3.36420 0.375
H -2.63477 2.82710 1.67254 -0.429
H -0.60360 2.80243 3.91374 0.328
H -1.12453 4.30926 3.14305 0.287
H -0.34384 3.36567 1.06265 -0.406
H 1.39828 4.41526 2.49964 0.327
H 1.91331 3.21768 1.28972 0.284
H 1.46290 2.61681 4.24373 0.454
H 3.00861 2.90958 3.45566 0.394
H 2.24892 0.47174 3.64098 0.199
H 2.59613 0.96462 2.11635 0.017
N 5.14231 -4.58623 -2.30293 -0.608
C 4.80209 -3.26205 -1.96999 0.694
C 4.19204 -2.98101 -0.74898 -0.459
C 3.87840 -1.67714 -0.40915 -0.443
C 4.17981 -0.64002 -1.28257 -0.294
C 4.77899 -0.91011 -2.50231 -0.404
C 5.09429 -2.21675 -2.84446 -0.643
S 3.75238 1.02200 -0.82801 1.388
O 4.03045 1.11857 0.59346 -0.871
O 4.49845 1.91424 -1.68736 -0.805
N 2.17420 1.12829 -0.96856 -0.002
C 1.55091 1.07532 -2.15776 -0.512
N 0.20152 1.25217 -2.09196 0.384
C -0.48149 1.12999 -3.21185 0.066
C 0.10727 0.88480 -4.44526 -0.761
C 1.48460 0.75925 -4.42091 -0.565
N 2.21037 0.83681 -3.31831 -0.293
H 4.62591 -5.27536 -1.77696 0.254
H 5.10781 -4.78036 -3.29187 0.237
H 3.94160 -3.77939 -0.06101 0.351
H 3.38341 -1.47878 0.53360 0.349
H 4.98456 -0.08654 -3.17214 0.464
H 5.57057 -2.43176 -3.79561 0.295
H -1.56124 1.23359 -3.13029 0.389
H -0.47117 0.79144 -5.35233 0.406
H 2.04095 0.57145 -5.33778 0.355
Cl 0.49688 -6.02936 6.49597 -0.297
C 0.71744 -5.07455 5.03988 0.434
C 0.15169 -3.81183 4.94819 -0.756
C 0.33150 -3.06832 3.80387 0.449
Cl -0.39572 -1.49119 3.71070 0.006
C 1.07980 -3.50567 2.65404 -1.273
O 1.23265 -2.81676 1.61091 0.181
C 1.61538 -4.82123 2.84775 0.775
Cl 2.54938 -5.52004 1.54046 -0.305
C 1.45037 -5.58475 3.98604 -0.848
H -0.43209 -3.40945 5.76477 0.421
H 1.89088 -6.57055 4.04503 0.402
O -6.76424 -1.40018 -1.18963 -0.746
C -6.74130 -0.18544 -1.58977 0.623
O -7.59216 0.36279 -2.28319 -0.720
C -5.54496 0.62634 -1.14837 -0.182
C -5.30986 1.95192 -1.43104 0.133
Cl -6.18336 3.04488 -2.40776 -0.171
N -4.14817 2.31780 -0.82832 0.633
N -3.60121 1.27995 -0.17217 -0.143
C -4.42068 0.26250 -0.35190 0.254
C -4.02391 -1.04880 0.28978 0.607
O -4.85397 -2.02508 0.14882 -0.719
O -2.96765 -1.10301 0.89584 -0.511
C -3.41701 3.53584 -0.88081 -0.638
C -2.04445 3.45685 -1.06256 0.222
C -1.29312 4.62179 -1.08745 -0.331
C -1.90935 5.85559 -0.92432 -0.743
C -3.28279 5.91976 -0.73092 -0.705
C -4.04393 4.76039 -0.70241 -0.630
H -5.74643 -1.73580 -0.47781 0.410
H -1.56002 2.49485 -1.17036 0.820
H -0.22253 4.55188 -1.23725 0.535
H -1.32069 6.76402 -0.94160 0.400
H -3.76661 6.87809 -0.58956 0.362
H -5.11080 4.80083 -0.53370 0.485
C 1.28849 -2.77662 -3.27178 -0.775
S 0.62976 -2.40897 -1.63946 0.955
C 0.36007 -4.10322 -1.12877 -1.122
O -0.72166 -1.81018 -1.85659 -0.737
H 2.22086 -3.32944 -3.16162 0.210
H 1.48670 -1.82198 -3.75409 -0.007
H 0.54128 -3.34361 -3.82862 0.442
H 1.32427 -4.59864 -1.02256 0.238
H -0.28233 -4.59478 -1.86039 0.465
H -0.11198 -4.05170 -0.15062 0.221


2.
85
Properties=species:S:1:pos:R:3:lowdin_spin:R:1 method="wB97M-V/def2-TZVPD" total_charge=+1 fmax_ha_per_bohr=0.0062 homo_energy_ev="-10.660 / -10.661" spin_multiplicity=3 de_lowest_ev=0.000 s2=2.011
V 0.38783 -0.28896 0.21455 1.904
C -2.74473 -3.39634 1.52171 0.000
C -1.55493 -3.28879 2.42859 -0.003
N -1.44424 -4.13808 3.42156 0.004
C -0.39141 -4.06052 4.25667 -0.003
C 0.58680 -3.10838 4.14875 0.003
C 1.74312 -3.08990 5.10566 0.000
O 2.94721 -3.21268 4.34706 0.000
C 0.48907 -2.17925 3.08759 -0.001
C 1.45752 -1.11930 2.96878 0.019
N 1.59276 -0.32058 1.96536 -0.008
C 2.57885 0.70055 2.15496 0.001
C 3.83224 0.55011 1.57620 0.000
C 4.79418 1.53474 1.71623 0.000
C 4.50733 2.68458 2.43834 0.000
C 3.26597 2.83534 3.03747 0.000
C 2.30193 1.84312 2.90325 0.000
I 0.46900 2.08578 3.88301 0.001
C -0.58207 -2.27338 2.19529 0.007
O -0.73786 -1.47679 1.16506 0.007
H -3.12144 -4.41622 1.53714 0.000
H -3.54210 -2.73660 1.87205 0.000
H -2.49385 -3.09677 0.50580 0.000
H -0.34936 -4.80642 5.04138 0.000
H 1.74860 -2.15930 5.68644 0.000
H 1.63342 -3.91815 5.80857 0.000
H 3.68899 -3.29789 4.95492 0.000
H 2.13155 -0.97853 3.81036 0.000
H 4.03291 -0.34851 1.00654 0.000
H 5.76814 1.40488 1.26359 0.000
H 5.25369 3.45945 2.55196 0.000
H 3.04695 3.71710 3.62413 0.000
C -3.15341 -1.02871 -2.37789 0.000
C -1.68260 -0.87405 -2.15159 0.006
O -1.24261 -0.39134 -1.10241 0.013
N -0.85812 -1.28016 -3.12432 0.004
C 0.58065 -1.07929 -3.03032 0.002
C 1.25924 -2.13767 -2.19000 0.002
C 1.85106 -3.23100 -2.80215 -0.001
C 2.43679 -4.22038 -2.02972 0.003
C 2.41286 -4.08772 -0.65339 -0.001
C 1.81295 -2.96760 -0.11104 0.005
N 1.25096 -2.00663 -0.85341 -0.005
H -3.69173 -0.59867 -1.53900 0.000
H -3.40602 -2.08635 -2.46853 0.000
H -3.45363 -0.51966 -3.29406 0.000
H -1.25368 -1.66900 -3.96343 0.000
H 0.75925 -0.08804 -2.61637 0.001
H 0.98258 -1.11346 -4.04099 0.000
H 1.84826 -3.30340 -3.88155 0.000
H 2.90228 -5.07770 -2.49721 0.000
H 2.85091 -4.83007 -0.00203 0.000
H 1.78401 -2.83491 0.96204 0.001
C -5.23157 2.82902 -0.34013 0.000
C -4.63910 2.53838 -1.69258 0.000
C -5.37185 1.84507 -2.65223 0.000
C -4.84502 1.61484 -3.91059 0.000
Cl -5.77343 0.71985 -5.07706 0.000
C -3.58392 2.07530 -4.25284 0.000
C -2.84142 2.75901 -3.30442 0.000
C -3.35910 2.97873 -2.03630 0.000
O -2.61661 3.72345 -1.13950 0.000
C -2.01587 2.99712 -0.09606 0.000
C -0.77674 2.23074 -0.51763 0.004
O -0.31928 2.29594 -1.64286 0.004
O -0.25012 1.52986 0.46287 0.002
H -6.31528 2.91062 -0.40694 0.000
H -4.83572 3.75948 0.06237 0.000
H -5.00657 2.03071 0.37143 0.000
H -6.37069 1.49768 -2.41977 0.000
H -3.19616 1.90861 -5.24857 0.000
H -1.85094 3.12948 -3.52406 0.000
H -2.70441 2.28061 0.36185 0.000
H -1.72811 3.71772 0.67197 0.000
C 2.59028 4.10789 -0.60894 0.000
N 2.25823 2.73857 -0.27286 0.002
C 2.39940 1.70867 -1.10167 0.003
N 3.06469 1.90592 -2.25958 0.002
O 1.99918 0.54428 -0.82310 0.018
H 2.35946 4.73371 0.24856 0.000
H 2.00925 4.46599 -1.46308 0.000
H 3.65739 4.20948 -0.81500 0.000
H 1.63249 2.56829 0.50012 0.000
H 3.25379 2.82966 -2.60410 0.000
H 3.12163 1.13681 -2.90091 0.000


3.
91
Properties=species:S:1:pos:R:3:mulliken_charge:R:1 method="wB97M-V/def2-TZVPD" total_charge=0 fmax_ha_per_bohr=0.0635 homo_energy_ev=-8.904
C 2.57172 -0.80814 2.79236 -1.170
C 2.62778 -1.48468 1.41028 0.341
O 3.77168 -1.12676 0.61143 -0.428
P 3.45813 0.14546 -0.36173 1.180
O 3.13472 1.28654 0.51860 -0.746
C 2.05238 -0.24144 -1.50405 -1.382
C 1.08948 0.96795 -1.63846 -0.329
C -0.40282 0.56406 -1.86302 -1.414
C -1.36425 1.39162 -0.97430 -0.357
C -2.29208 0.69507 -0.06635 -0.128
S -2.30254 -1.10903 -0.06484 1.056
O -0.97596 -1.63984 0.10227 -0.637
O -3.15710 -1.66483 0.94335 -0.620
C -3.03299 -1.62440 -1.70153 0.932
F -2.14143 -2.29397 -2.46107 -0.267
F -3.37992 -0.51489 -2.41539 -0.266
C -4.30775 -2.51495 -1.58394 0.515
F -5.29977 -1.93624 -0.90653 -0.200
F -4.78459 -2.73226 -2.83336 -0.262
F -4.00490 -3.71978 -1.09058 -0.165
C -3.15774 1.37629 0.75175 0.640
O -4.04355 0.73299 1.58465 -0.349
N -5.40319 1.04949 1.23411 0.192
O -6.07824 0.21637 1.66613 -0.326
C -3.18753 2.81575 0.78584 1.451
N -3.99573 3.54077 1.57804 -0.663
S -3.59070 5.06163 1.14140 0.125
N -2.43559 4.85886 0.03891 -0.444
C -2.29339 3.51930 -0.10207 0.361
C -1.39876 2.78988 -0.99107 -0.636
P -0.37379 3.85765 -2.08839 0.859
O -0.89388 5.21718 -2.22608 -0.585
O 1.13550 3.96478 -1.49989 -0.460
O -0.34762 3.14382 -3.56383 -0.545
O 4.83358 0.43192 -1.16050 -0.498
C 4.74499 1.56342 -2.04189 -0.116
C 4.97306 2.92418 -1.32328 -1.003
H 2.49978 0.28798 2.75726 0.289
H 1.63646 -1.16412 3.27414 0.379
H 3.39758 -1.13522 3.44422 0.242
H 2.70333 -2.57304 1.59718 0.411
H 1.65059 -1.32408 0.92041 -0.374
H 1.54643 -1.18234 -1.23762 0.689
H 2.50959 -0.41374 -2.50038 0.495
H 1.40289 1.53893 -2.53041 0.241
H 1.13187 1.67412 -0.79826 0.701
H -0.57314 -0.51371 -1.76664 0.536
H -0.68868 0.82627 -2.89937 0.390
H 1.76296 4.11629 -2.22430 0.308
H -1.18241 2.66053 -3.66545 0.401
H 3.83292 1.58883 -2.66658 0.094
H 5.59009 1.46326 -2.74864 0.389
H 4.01912 3.33203 -0.94592 0.151
H 5.73488 2.85504 -0.53510 0.296
H 5.33349 3.64093 -2.08446 0.416
C -3.38863 -7.80397 2.81079 -0.329
C -3.44692 -8.62855 1.69530 -0.422
C -3.54913 -8.07440 0.42643 -0.406
C -3.58364 -6.69464 0.27217 -0.324
C -3.52169 -5.86957 1.38785 -0.155
C -3.42840 -6.42446 2.65719 -0.586
H -3.31214 -8.23655 3.80081 0.352
H -3.41337 -9.70456 1.81509 0.354
H -3.60108 -8.71802 -0.44318 0.352
H -3.65872 -6.26292 -0.71803 0.360
H -3.54688 -4.79317 1.26834 0.435
H -3.38544 -5.78116 3.52732 0.367
C -2.61942 10.38114 -1.85134 -0.402
C -2.09297 9.43816 -2.72566 -0.457
C -1.93051 8.12070 -2.31553 -0.437
C -2.30352 7.74179 -1.03184 0.142
C -2.83353 8.68653 -0.15974 -0.515
C -2.98770 10.00601 -0.56722 -0.463
H -2.74239 11.40883 -2.17149 0.356
H -1.80783 9.73140 -3.72906 0.359
H -1.51466 7.38757 -2.99287 0.396
H -2.18235 6.70887 -0.70862 0.671
H -3.12709 8.39381 0.84294 0.288
H -3.39582 10.74117 0.11608 0.353
C 6.05763 -6.70976 3.29673 -0.423
C 5.46482 -5.71344 4.06066 -0.386
C 5.18023 -4.47889 3.49225 -0.416
C 5.47994 -4.24376 2.15674 -0.163
C 6.06952 -5.24149 1.39198 -0.566
C 6.36227 -6.47302 1.96265 -0.322
H 6.28256 -7.67156 3.74106 0.355
H 5.22503 -5.89902 5.10053 0.362
H 4.72367 -3.69932 4.09020 0.328
H 5.25366 -3.28141 1.71170 0.507
H 6.30174 -5.05839 0.34994 0.365
H 6.82702 -7.24933 1.36734 0.358


4.
82
Properties=species:S:1:pos:R:3:mulliken_charge:R:1 method="wB97M-V/def2-TZVPD" total_charge=0 fmax_ha_per_bohr=0.0152 homo_energy_ev=-7.016 de_lowest_ev=0.000
Tl 1.71220 -0.31807 -1.12518 1.212
C -1.40369 -1.72586 -0.56381 -0.421
C -1.83780 -0.71716 -1.43746 0.720
C -1.19454 -0.97666 -2.83170 -0.417
C -0.55536 -2.13202 -2.70229 -1.267
C -0.67168 -2.63526 -1.26730 -0.787
C -0.20409 -3.95560 -0.81561 2.453
C -0.45484 -4.15664 0.67574 -1.702
C -0.98607 -5.00564 -1.63543 -1.790
C 1.30374 -4.09186 -1.10638 -1.295
C -1.14978 -0.12140 -4.08343 2.652
C -2.53572 0.11093 -4.70591 -1.879
C -0.31034 -0.82751 -5.15499 -2.299
C -0.45224 1.21909 -3.76507 -1.542
C -3.00628 0.12783 -1.07512 2.772
C -4.21371 -0.56955 -1.76112 -1.672
C -2.91946 1.59330 -1.52208 -1.483
C -3.26007 0.12429 0.44059 -1.959
H -1.64936 -1.78627 0.47753 0.618
H -0.03919 -2.67262 -3.47586 0.767
H -1.52148 -4.11317 0.90944 0.294
H 0.07184 -3.40168 1.26093 0.074
H -0.08167 -5.13320 0.97979 0.472
H -2.06215 -4.90532 -1.48283 0.393
H -0.68065 -5.99667 -1.30440 0.473
H -0.78350 -4.92484 -2.70502 0.338
H 1.87548 -3.38437 -0.50277 0.059
H 1.53410 -3.93561 -2.16288 0.257
H 1.61884 -5.09912 -0.83496 0.502
H -3.04506 -0.83928 -4.88267 0.368
H -2.40710 0.60566 -5.66836 0.506
H -3.18647 0.73979 -4.10342 0.376
H -0.75554 -1.77642 -5.46232 0.428
H 0.70885 -1.01028 -4.81182 0.383
H -0.25459 -0.18637 -6.03401 0.450
H -0.72045 1.63835 -2.79914 0.199
H -0.69024 1.95324 -4.53631 0.381
H 0.62942 1.08870 -3.75580 0.337
H -4.12808 -0.60443 -2.84419 0.284
H -5.10837 -0.00699 -1.49875 0.473
H -4.32534 -1.59052 -1.39374 0.374
H -2.76195 1.71707 -2.58802 0.201
H -2.10915 2.09730 -0.99917 -0.016
H -3.85757 2.08271 -1.26151 0.609
H -3.60632 -0.84705 0.79388 0.394
H -4.04007 0.85127 0.66277 0.506
H -2.35818 0.40445 0.98552 0.215
I 2.37024 -3.94348 3.12186 0.028
C 3.02702 -1.97376 3.07703 -0.534
C 3.76615 -1.47903 4.16281 -0.425
C 4.22919 -0.19613 4.17682 -0.260
I 5.31866 0.44919 5.83447 0.051
C 3.97155 0.65434 3.08149 1.574
C 4.38956 2.00210 2.99589 -0.786
C 4.10675 2.73862 1.88149 -0.970
C 3.40188 2.13709 0.82669 -0.484
N 2.98145 0.89410 0.87905 -0.242
C 3.24011 0.14256 1.97807 -0.411
C 2.71625 -1.21219 1.95335 0.382
O 2.02726 -1.64019 0.95508 -0.462
H 3.96444 -2.12765 5.00543 0.378
H 4.93552 2.43992 3.82089 0.204
H 4.41615 3.77196 1.80094 0.440
H 3.15169 2.69682 -0.06699 0.560
O 0.76990 2.53864 -0.85403 -0.753
C 0.24342 1.93059 0.08065 -0.224
O -0.18320 0.72801 0.03600 -0.524
C 0.16790 2.59814 1.42708 0.933
C -0.02969 3.96669 1.52209 -0.329
C -0.02863 4.55140 2.77429 -0.595
C 0.19690 3.83904 3.93530 -0.655
C 0.41155 2.48229 3.79475 -0.210
C 0.38278 1.84131 2.57364 -0.196
N 0.69227 1.68839 5.00957 1.028
O 1.22144 0.61206 4.85682 -0.510
O 0.36398 2.17182 6.07466 -0.656
N -0.24834 6.01029 2.87959 1.037
O -0.47530 6.61570 1.85346 -0.617
O -0.19035 6.50652 3.98341 -0.622
H -0.17015 4.56948 0.63678 0.615
H 0.20915 4.31813 4.90171 0.616
H 0.52617 0.77072 2.50448 0.612